(1)
{"formula": "C2H10O3", "method": "ωB97M-V/def2-TZVPD", "elements": ["C", "O", "C", "H", "H", "H", "H", "H", "H", "H", "H", "O", "H", "H", "O"], "xyz": [[-2.1232, 0.3942, 0.1152], [-1.4738, 0.6524, -1.1133], [-1.2941, -0.4762, 1.0481], [-2.3866, 1.3116, 0.6248], [-2.9691, -0.1851, -0.1349], [-0.7953, 1.3236, -0.9894], [-0.3323, -0.0817, 1.3852], [-1.8423, -0.6769, 1.9756], [-1.0803, -1.4352, 0.5710], [2.9464, 1.0234, -1.2328], [1.9631, 0.2184, -0.4394], [2.0082, 0.9926, -1.0114], [1.5042, -1.0211, 1.3627], [2.1440, -2.3607, 1.1094], [2.1560, -1.4517, 0.7957]], "forces_ev_per_angstrom": [[1.68, 0.05, 0.35], [0.00, 0.13, -0.16], [0.14, -0.58, 0.46], [-0.38, 0.32, 0.05], [-1.28, -0.31, -0.24], [0.13, -0.10, 0.00], [-0.08, 0.52, -0.30], [-0.13, -0.03, -0.15], [-0.06, 0.02, -0.02], [-0.14, 0.16, -0.08], [-0.09, -0.22, -0.08], [0.20, 0.02, 0.10], [0.06, 0.01, -0.04], [0.12, -0.11, -0.17], [-0.19, 0.13, 0.29]], "lowdin_charge": [-0.314, -0.067, -0.094, 0.109, 0.097, 0.075, 0.052, 0.076, 0.078, 0.039, -0.013, -0.061, 0.020, 0.051, -0.049]}



(2)
{"formula": "C4H13N3RuSbSe4", "method": "ωB97M-V/def2-TZVPD", "elements": ["Ru", "N", "C", "C", "N", "C", "C", "N", "H", "H", "H", "H", "H", "H", "H", "H", "H", "H", "H", "H", "H", "Se", "Sb", "Se", "Se", "Se"], "xyz": [[-0.4641, -0.5237, -0.5569], [-0.0772, 1.5594, -1.0159], [1.3055, 1.8538, -0.5739], [2.2126, 0.7408, -1.0361], [1.6978, -0.5722, -0.5847], [2.1932, -1.0349, 0.7303], [1.2710, -0.5776, 1.8332], [-0.1094, -1.0132, 1.5166], [-0.1607, 1.7080, -2.0171], [-0.7380, 2.1828, -0.5663], [1.2888, 1.9286, 0.5084], [1.6811, 2.8000, -0.9640], [3.2312, 0.9226, -0.6872], [2.2401, 0.7221, -2.1260], [1.9698, -1.2602, -1.2739], [3.2105, -0.6912, 0.9282], [2.2166, -2.1248, 0.7050], [1.2567, 0.5042, 1.9158], [1.6310, -0.9764, 2.7820], [-0.7752, -0.5669, 2.1366], [-0.1970, -2.0147, 1.6562], [-5.3703, -0.7329, 1.7729], [-5.0525, -0.7030, -0.6568], [-2.5334, -1.0710, -1.1571], [-5.6970, 1.4621, -1.4767], [-6.2311, -2.5218, -1.7926]], "forces_ev_per_angstrom": [[0.67, 0.84, 0.72], [0.31, -0.72, 0.62], [-0.01, 0.23, -0.16], [0.03, -0.04, 0.06], [0.17, -0.11, -0.14], [0.02, 0.05, -0.01], [-0.01, -0.17, 0.24], [0.33, 0.62, -0.69], [-0.11, -0.05, -0.08], [-0.11, -0.02, -0.01], [0.03, 0.05, 0.06], [-0.10, 0.11, -0.04], [0.04, -0.07, 0.02], [-0.02, 0.01, -0.04], [0.09, -0.06, -0.06], [0.04, 0.02, -0.07], [-0.01, -0.04, 0.00], [0.02, 0.06, 0.05], [-0.10, -0.03, 0.11], [-0.14, -0.01, -0.02], [-0.11, -0.10, -0.05], [-0.07, 0.10, -0.73], [0.35, -0.53, 0.20], [-1.51, -0.71, -0.64], [-0.11, -0.13, 0.18], [0.30, 0.69, 0.46]], "lowdin_charge": [0.559, -0.058, -0.217, -0.183, -0.192, -0.184, -0.216, -0.060, 0.109, 0.105, 0.102, 0.129, 0.130, 0.131, 0.121, 0.130, 0.131, 0.102, 0.130, 0.105, 0.108, 0.123, -0.418, 0.020, 0.144, 0.148], "total_charge": 1}



Summary of total energy in eV
-8378.3233, -279325.1283
(order as listed above)